{"formula": "C33H34CoN5Si", "method": "wB97M-V/def2-TZVPD", "symbols": ["Co", "C", "Si", "C", "N", "C", "C", "C", "C", "C", "C", "C", "C", "C", "C", "C", "C", "C", "C", "C", "C", "C", "H", "H", "H", "H", "H", "H", "H", "H", "H", "H", "H", "H", "H", "H", "H", "H", "H", "H", "H", "H", "H", "H", "H", "H", "C", "C", "C", "C", "C", "C", "N", "C", "C", "C", "C", "C", "C", "H", "H", "H", "H", "H", "H", "H", "H", "H", "H", "N", "C", "N", "C", "N"], "positions_angstrom": [[12.4517, 11.9313, 12.4361], [13.9342, 13.1787, 13.1425], [14.9511, 14.0016, 11.7406], [14.6166, 15.9043, 11.9408], [13.2197, 16.0660, 11.5707], [12.9329, 16.5107, 10.2293], [11.4254, 16.6377, 9.9788], [10.5861, 17.3301, 11.0709], [11.2411, 17.2416, 12.4974], [12.1420, 16.0496, 12.6003], [14.5290, 13.3491, 10.0049], [13.2003, 12.8658, 9.7932], [12.7710, 12.5436, 8.5113], [13.6106, 12.7911, 7.4514], [14.9274, 13.1702, 7.6474], [15.4524, 13.3601, 8.9296], [16.8108, 13.7836, 11.8118], [17.2788, 12.5123, 11.3284], [18.5924, 12.3431, 10.9320], [19.5294, 13.2947, 11.2809], [19.1266, 14.4773, 11.8480], [17.7849, 14.7493, 12.1464], [13.4382, 13.8657, 13.9062], [14.6508, 12.6235, 13.8224], [15.2000, 16.6022, 11.2715], [14.8231, 16.0388, 13.0040], [13.3280, 15.8275, 9.4969], [13.3594, 17.4994, 10.1011], [11.0645, 15.6296, 9.9185], [11.3974, 17.1568, 8.9625], [9.6515, 16.7850, 11.1235], [10.2900, 18.3518, 10.8664], [10.3979, 17.0514, 13.1586], [11.5830, 18.2036, 12.7584], [11.4251, 15.1958, 12.4577], [12.5686, 15.8755, 13.6075], [12.6115, 12.4863, 10.7061], [11.8262, 11.9996, 8.3231], [13.2667, 12.7180, 6.3899], [15.6448, 13.1133, 6.8162], [16.5199, 13.5490, 9.0785], [16.5353, 11.7564, 11.1569], [18.9417, 11.5204, 10.2761], [20.5366, 13.0515, 10.9272], [19.8308, 15.2516, 12.0968], [17.5533, 15.6465, 12.6956], [8.6141, 11.2002, 8.7797], [8.1344, 12.0833, 9.7628], [8.8049, 12.3440, 10.9279], [9.9344, 11.6078, 11.2511], [10.4286, 10.7153, 10.2825], [9.7448, 10.4414, 9.1035], [10.6056, 11.8659, 12.4821], [9.7759, 11.8375, 13.6105], [10.2179, 12.5078, 14.7505], [9.3924, 12.6446, 15.8261], [8.0860, 12.1389, 15.8741], [7.7239, 11.3063, 14.8212], [8.5426, 11.1962, 13.7076], [7.9434, 11.1731, 7.8861], [7.1765, 12.6004, 9.5112], [8.6145, 13.1936, 11.5290], [11.3701, 10.2302, 10.5102], [10.1604, 9.7555, 8.3809], [11.1911, 12.9742, 14.7304], [9.7462, 13.1229, 16.7509], [7.4485, 12.2067, 16.7427], [6.7915, 10.8045, 14.8359], [8.1899, 10.6353, 12.8648], [13.1636, 10.1507, 12.3710], [12.7995, 9.0661, 12.7271], [12.7457, 7.8848, 13.1503], [11.7516, 7.0399, 13.2703], [10.9492, 6.2040, 13.5224]], "atomic_forces_ev_per_a": [[1.5, 0.5, 1.2], [0.5, 0.4, 0.8], [-0.6, 0.6, 1.6], [0.2, -0.8, -1.7], [-1.3, -0.4, 1.5], [-0.9, 0.6, 1.4], [0.7, 0.9, -0.9], [0.5, -0.5, 0.5], [-1.9, -0.4, -0.9], [0.6, -0.7, -0.9], [-0.5, -0.3, 0.4], [1.0, -0.8, 0.7], [-1.0, -0.6, 0.4], [0.1, 0.5, -1.8], [1.3, -0.7, 0.1], [-1.5, 0.5, 0.1], [1.1, -1.2, 0.4], [-0.3, 1.6, -0.2], [0.0, -0.8, -0.1], [0.5, -0.3, -1.3], [-0.2, 0.8, 0.9], [0.0, -1.5, -0.6], [0.6, -0.3, -1.3], [-0.6, 0.1, -0.9], [-0.1, -0.6, 0.9], [-0.2, 0.6, 0.0], [0.4, -0.3, -0.5], [0.5, 0.5, -0.4], [-0.4, -0.6, -0.5], [-0.6, -0.8, 1.2], [-0.3, -0.1, 0.0], [0.3, 0.3, -0.3], [-0.1, 0.1, 0.4], [1.2, 1.0, 0.4], [0.8, 0.1, 0.0], [0.0, 0.4, -0.6], [0.5, 1.3, -2.1], [0.4, 0.7, 0.3], [0.2, -0.3, 1.1], [-0.5, 0.4, 0.2], [-0.5, 0.1, 0.0], [-0.1, -0.3, -0.3], [-0.5, 0.2, 0.9], [-0.1, 0.7, 0.4], [0.4, 0.1, 0.1], [-0.3, 0.4, -0.3], [-1.2, 0.0, 0.8], [-1.1, 0.5, -1.4], [0.4, -0.3, -0.5], [0.8, 0.0, 0.0], [-0.1, -0.3, 0.8], [-0.2, 1.1, -0.8], [-2.1, -0.5, -0.8], [0.6, 0.4, -0.2], [0.2, 0.1, -0.2], [-0.7, 0.5, 2.0], [0.7, -1.0, -0.5], [0.7, 1.1, -0.1], [-0.2, -0.2, -0.3], [1.2, -0.6, 0.6], [1.0, -0.1, 0.4], [-0.8, 0.5, 0.8], [-0.1, -0.3, -0.1], [0.1, -0.2, 0.0], [0.2, 0.0, 0.1], [0.0, 0.1, -0.6], [0.1, 0.2, 0.1], [-0.8, -0.5, -0.1], [-0.1, -0.3, -0.2], [-0.9, -2.7, 0.4], [1.4, 2.1, -0.7], [-0.1, -0.7, 0.1], [-2.0, -1.9, 1.0], [1.9, 2.0, -0.9]], "mulliken_spin": [2.77, 0.08, -0.01, 0.01, 0.00, 0.00, 0.00, 0.00, 0.00, 0.01, 0.01, 0.13, 0.01, 0.01, 0.00, 0.00, 0.00, 0.00, 0.00, 0.00, 0.00, 0.00, -0.01, 0.00, 0.00, 0.00, 0.00, 0.00, 0.00, 0.00, 0.00, 0.00, 0.00, 0.00, 0.01, 0.00, -0.22, 0.00, 0.00, 0.00, 0.00, 0.00, 0.00, 0.00, 0.00, 0.00, 0.02, -0.01, 0.00, 0.01, 0.03, -0.01, 0.04, 0.00, 0.01, -0.01, 0.02, -0.01, 0.02, 0.00, 0.00, 0.00, 0.00, 0.00, 0.01, 0.00, 0.00, 0.00, 0.00, 0.00, 0.05, 0.02, 0.00, 0.01], "homo_energy_ev": [-4.47, -4.75], "multiplicity": 4, "lumo_energy_ev": [2.58, 2.57], "total_charge": -1, "s2": 3.762, "homo_lumo_gap_ev": [7.04, 7.32]}

---

{"formula": "C33H34CrFN7O5S5", "method": "wB97M-V/def2-TZVPD", "symbols": ["Cr", "F", "C", "C", "C", "C", "O", "C", "C", "N", "C", "C", "C", "C", "C", "C", "N", "C", "C", "N", "C", "C", "C", "O", "O", "H", "H", "H", "H", "H", "H", "H", "H", "H", "H", "H", "H", "H", "H", "H", "H", "H", "H", "C", "C", "N", "C", "C", "S", "C", "C", "S", "C", "N", "C", "H", "H", "H", "H", "H", "H", "H", "H", "S", "C", "S", "S", "O", "C", "N", "C", "O", "C", "C", "C", "C", "N", "C", "H", "H", "H", "H", "H", "H", "H", "H"], "positions_angstrom": [[12.0920, 8.0297, 15.3590], [17.6081, 5.6604, 13.0901], [16.8980, 6.4154, 12.2307], [15.6106, 6.6081, 12.6411], [14.8013, 7.6413, 12.1121], [13.6710, 8.0962, 12.8554], [13.2672, 7.3947, 13.8816], [13.0386, 9.2858, 12.3351], [13.3541, 9.6656, 11.0493], [14.3353, 9.1081, 10.2717], [14.6660, 9.7628, 9.0168], [13.5557, 9.9703, 8.0741], [14.5650, 8.9537, 7.7352], [15.2087, 8.2208, 10.8957], [16.4577, 7.8681, 10.3854], [17.3696, 7.0277, 11.0386], [18.6137, 6.7425, 10.4626], [19.2057, 5.4302, 10.6727], [20.3522, 5.2479, 9.6648], [20.0951, 5.9139, 8.3356], [19.7991, 7.3985, 8.4222], [19.4150, 7.7839, 9.8529], [12.1039, 10.0529, 13.2119], [11.2530, 10.8155, 12.7405], [12.2715, 9.8589, 14.4959], [15.2317, 6.0209, 13.4796], [12.8277, 10.4822, 10.5691], [15.4964, 10.4758, 9.0076], [13.6122, 10.9217, 7.5466], [12.5395, 9.6070, 8.3708], [15.3164, 9.2151, 6.9843], [14.2870, 7.8975, 7.8410], [16.7341, 8.2569, 9.3954], [18.4322, 4.6533, 10.5498], [19.6308, 5.3404, 11.6797], [20.5864, 4.1984, 9.4858], [21.2686, 5.7150, 10.1405], [19.2744, 5.4318, 7.9316], [20.9326, 5.7885, 7.7382], [19.0261, 7.6449, 7.6745], [20.7427, 7.9414, 8.1369], [18.8236, 8.7231, 9.8243], [20.3236, 7.9431, 10.4926], [12.9172, 10.8213, 17.9943], [11.5004, 10.2974, 17.7944], [11.1227, 9.4481, 16.8757], [9.7168, 9.4220, 16.7693], [9.0534, 10.1882, 17.6925], [10.1677, 10.9586, 18.6960], [9.1446, 8.5992, 15.7021], [7.8310, 8.2421, 15.6146], [7.5903, 7.1859, 14.3058], [9.2769, 7.3809, 13.8425], [9.9648, 8.0984, 14.6870], [9.9108, 6.8471, 12.5926], [13.4956, 10.7819, 17.0632], [13.4451, 10.2644, 18.7983], [12.8232, 11.8876, 18.3317], [7.9781, 10.3440, 17.7768], [6.9972, 8.5161, 16.2754], [9.1533, 6.6700, 11.8210], [10.4720, 5.9044, 12.8027], [10.6112, 7.6260, 12.2227], [9.8546, 3.8628, 17.0051], [10.4432, 5.4031, 17.0335], [9.9019, 6.4325, 18.2968], [11.6924, 5.7138, 15.8273], [11.5022, 4.4849, 20.5611], [12.7579, 4.7748, 20.0066], [13.2012, 6.0510, 20.5894], [14.1432, 7.0219, 20.2348], [14.4656, 7.8938, 21.0606], [14.5592, 7.0897, 18.8192], [15.9151, 7.0795, 18.4285], [16.2490, 7.4204, 17.1224], [15.2496, 7.8382, 16.2302], [13.9600, 7.8481, 16.5912], [13.6365, 7.5245, 17.8706], [10.8369, 4.9472, 19.9813], [12.7887, 4.8145, 18.8908], [13.4650, 3.9975, 20.3551], [12.7795, 6.2390, 21.4829], [16.6489, 6.7848, 19.1517], [17.2613, 7.4115, 16.7634], [15.4973, 8.1068, 15.2073], [12.5655, 7.5126, 18.1150]], "atomic_forces_ev_per_a": [[0.5, 0.9, -0.4], [1.2, -0.6, -0.5], [-0.6, 1.0, -0.9], [-0.6, -0.1, 0.6], [-0.6, -0.3, 0.8], [0.2, -0.2, -0.9], [-0.4, 0.3, 0.3], [0.5, -0.6, -0.7], [-0.9, 0.7, 1.0], [0.6, 0.2, -0.2], [0.4, -1.1, 0.6], [-1.6, 0.8, -0.2], [0.8, -0.7, 0.1], [0.9, -0.2, -0.3], [-0.7, 0.9, -1.3], [-0.3, -1.1, 1.8], [0.0, -0.3, -0.9], [-0.2, 0.5, -0.6], [1.4, 0.5, 1.4], [-0.1, -0.3, 0.1], [0.9, 1.1, -0.2], [0.0, -0.2, 1.0], [-1.3, 0.8, 0.3], [1.0, -0.6, 0.2], [0.2, -0.2, -0.6], [0.2, 0.4, -0.1], [0.0, 0.0, 0.3], [-0.4, 0.0, 0.4], [-0.4, -0.3, 0.0], [1.1, 0.6, -0.3], [-0.4, -0.3, 0.1], [0.2, 0.5, -0.1], [-0.1, -0.1, 0.4], [0.2, 0.3, 0.1], [0.0, -0.3, -0.1], [-0.1, 0.1, -0.1], [-0.9, -0.4, -1.0], [0.6, 0.3, 0.0], [-0.8, -0.2, 0.2], [0.2, -0.3, 0.5], [-0.9, -0.6, 0.1], [0.5, -0.6, 0.1], [-0.4, 0.2, -0.7], [-0.5, 0.2, 0.9], [0.3, 0.1, -0.1], [-1.1, -0.1, 0.0], [0.6, 0.0, 0.4], [-0.1, -0.8, -1.1], [0.9, 0.3, -0.1], [-0.4, 0.0, 0.2], [0.1, 0.2, 0.5], [1.2, 0.3, -0.8], [-0.2, -0.2, 0.0], [-0.4, 0.1, 1.0], [0.2, -0.2, 0.0], [-0.3, -0.1, 0.2], [-0.3, 0.3, -0.5], [0.3, -0.9, -0.3], [0.5, -0.1, 0.0], [0.7, -0.3, -0.3], [0.2, -0.1, 0.2], [-0.4, 0.7, -0.1], [-0.3, -0.6, 0.2], [-0.1, -0.9, -0.5], [-0.3, -0.2, 0.7], [0.8, 0.8, -0.3], [0.1, 0.8, 0.0], [0.0, 0.5, -1.1], [0.4, -0.1, 0.0], [1.3, 1.5, -0.7], [-2.1, -0.7, 2.2], [0.0, -1.1, -1.4], [1.1, 1.1, -1.3], [-1.0, -0.1, -0.4], [-0.7, 0.3, 0.0], [-0.2, -0.6, 0.6], [-0.5, 0.2, 0.6], [-0.1, -0.7, -0.4], [0.3, -0.4, 0.4], [-0.2, 0.1, 0.7], [-0.4, 0.1, -0.2], [0.0, -0.1, 0.3], [0.4, 0.0, 0.2], [0.3, -0.1, 0.1], [-0.2, 0.0, 0.1], [0.3, 0.1, 0.0]], "mulliken_spin": [3.19, 0.00, -0.07, 0.29, -0.11, 0.29, 0.06, -0.14, 0.20, 0.01, 0.04, 0.00, 0.01, 0.06, 0.01, 0.19, -0.02, 0.02, 0.03, 0.01, 0.02, 0.05, 0.01, 0.00, 0.02, 0.05, 0.03, -0.02, 0.00, 0.00, 0.00, 0.00, 0.06, -0.01, -0.01, 0.00, 0.00, -0.01, -0.01, -0.01, 0.00, 0.02, -0.03, 0.00, 0.02, -0.07, 0.03, 0.00, 0.00, 0.00, 0.00, 0.00, 0.00, -0.04, 0.01, 0.00, 0.00, 0.00, 0.00, 0.00, 0.00, 0.00, 0.00, -0.02, 0.02, 0.00, -0.15, 0.00, 0.00, 0.00, 0.00, 0.00, -0.01, 0.00, -0.01, 0.03, 0.00, -0.02, 0.00, 0.00, 0.00, 0.00, 0.00, 0.00, -0.01, -0.01], "homo_energy_ev": [-4.66, -5.23], "multiplicity": 5, "lumo_energy_ev": [-1.76, -1.83], "s2": 6.119, "e_above_lowest_kcal_mol": 4.0, "homo_lumo_gap_ev": [2.91, 3.40]}